Below is a 4-piece molecular cluster, C21H22BrF25O9P overall, with properties calculated with wB97M-V/def2-TZVPD.

As for the charge: -1. As for the lowest unoccupied orbital energy: 1.9 eV. The calculation puts the HOMO-LUMO gap at 7.417 eV.

Atoms and positions in Å:
O 2.958 1.080 2.937
C 2.969 -0.160 2.871
O 2.824 -0.941 3.808
O 3.206 -0.831 1.588
P 2.112 -0.655 0.459
O 2.728 -0.974 -0.827
O 1.662 0.877 0.427
C 0.270 1.168 0.641
C 0.227 2.514 1.356
F -0.053 2.257 2.707
O 0.856 -1.623 0.666
C 0.772 -2.306 1.936
C 0.075 -1.514 3.038
C -1.461 -1.595 3.044
Br -2.316 -1.778 1.298
H -0.245 0.475 1.295
H -0.205 1.293 -0.334
H -0.549 3.171 0.967
H 1.209 2.961 1.354
H 1.724 -2.698 2.277
H 0.152 -3.188 1.752
H 0.438 -0.491 3.107
H 0.407 -1.980 3.967
H -1.755 -2.424 3.681
H -1.880 -0.699 3.491
C 2.901 -2.140 -3.799
C 2.761 -3.648 -4.083
C 3.979 -4.373 -4.657
F 4.327 -3.901 -5.870
F 3.692 -5.692 -4.817
F 1.680 -3.859 -4.874
F 2.489 -4.246 -2.892
O 2.358 -1.244 -4.776
C 3.101 -0.828 -5.852
C 2.450 -1.240 -7.173
F 2.359 -2.579 -7.273
F 3.202 -0.803 -8.215
F 4.379 -1.243 -5.769
F 3.133 0.526 -5.812
H 2.301 -1.951 -2.909
H 3.914 -1.864 -3.512
H 4.835 -4.290 -3.982
H 1.447 -0.815 -7.253
C 1.492 6.344 3.805
C 2.064 5.804 2.479
C 3.306 4.910 2.559
F 4.366 5.577 3.064
F 3.641 4.513 1.311
F 2.279 6.841 1.634
F 1.083 5.043 1.924
O 1.815 7.688 4.165
C 2.958 7.977 4.880
C 3.886 8.909 4.099
F 4.293 8.336 2.954
F 4.988 9.181 4.838
F 3.582 6.861 5.285
F 2.562 8.627 6.002
H 0.413 6.371 3.658
H 1.652 5.654 4.631
H 3.116 4.018 3.165
H 3.376 9.845 3.860
C -7.775 -4.418 -0.111
C -8.076 -4.808 -1.573
C -7.036 -5.658 -2.306
F -5.863 -5.018 -2.435
F -7.482 -5.929 -3.558
F -8.351 -3.693 -2.283
F -9.225 -5.545 -1.545
O -7.268 -3.113 0.133
C -5.904 -2.867 0.096
C -5.549 -1.838 -0.980
F -5.897 -2.286 -2.204
F -4.218 -1.610 -0.997
F -5.207 -4.008 -0.041
F -5.576 -2.355 1.297
H -8.746 -4.414 0.384
H -7.193 -5.181 0.405
H -6.871 -6.608 -1.789
H -6.069 -0.895 -0.797

---

Below is C21H22Cl3MoNO2STe as an isolated structure, with properties calculated with wB97M-V/def2-TZVPD.

As for the charge: +2. As for the lowest unoccupied orbital energy (alpha / beta): -8.5 / -8.5 eV. The calculation puts the HOMO-LUMO gap (alpha / beta) at 6.052 / 6.050 eV.

Atoms and positions in Å:
Mo -0.551 -1.785 0.416
C 2.905 3.100 -3.058
C 2.907 2.652 -1.589
C 3.633 3.698 -0.730
C 3.659 1.325 -1.484
C 1.464 2.530 -1.111
C 0.636 3.674 -1.129
C -0.681 3.652 -0.728
C -1.199 2.436 -0.290
S -2.813 2.065 0.247
C -2.380 0.454 0.491
N -1.093 0.179 0.226
C -0.402 1.299 -0.255
C 0.929 1.335 -0.662
C -3.219 -0.672 0.859
C -4.557 -0.578 1.215
C -5.249 -1.736 1.542
C -4.601 -2.967 1.546
C -3.249 -3.055 1.241
C -2.540 -1.913 0.862
H 3.931 3.200 -3.412
H 2.416 4.065 -3.191
H 2.397 2.371 -3.694
H 4.670 3.780 -1.055
H 3.629 3.416 0.325
H 3.183 4.686 -0.820
H 4.681 1.462 -1.835
H 3.206 0.548 -2.104
H 3.718 0.971 -0.451
H 1.047 4.612 -1.476
H -1.287 4.547 -0.760
H 1.531 0.434 -0.637
H -5.063 0.380 1.236
H -6.296 -1.679 1.806
H -5.151 -3.861 1.807
H -2.761 -4.023 1.267
Cl -0.608 -3.892 -4.293
C -1.122 -3.433 -2.701
Cl -2.682 -4.132 -2.268
Cl -1.242 -1.633 -2.580
C -0.118 -3.971 -1.647
O 0.329 -5.049 -1.604
O 0.180 -3.001 -0.694
C -0.439 -1.026 4.067
Te 0.079 -2.732 2.901
C 2.179 -2.389 2.852
H -0.069 -0.121 3.596
H 0.022 -1.170 5.041
H -1.521 -1.008 4.164
H 2.579 -2.688 3.818
H 2.383 -1.339 2.663
H 2.600 -3.017 2.070

---

Below is a 4-piece molecular cluster, C21H22ClF5IO8Si overall, with properties calculated with wB97M-V/def2-TZVPD.

As for the charge: -1. As for the lowest unoccupied orbital energy: 1.6 eV. The calculation puts the HOMO-LUMO gap at 6.629 eV.

Atoms and positions in Å:
O -1.437 -6.451 0.709
C -1.615 -5.105 0.596
O -2.788 -4.600 -0.151
Si -0.329 -3.944 1.486
Cl 1.689 -4.269 0.856
I -0.512 -4.524 3.931
C -0.962 -2.141 1.328
F -2.376 -2.061 1.796
F -0.164 -1.326 2.320
C -0.770 -1.426 -0.125
C -0.994 0.231 -0.167
C -0.893 1.127 -1.561
C -0.533 0.353 -2.984
C -0.276 -1.288 -2.970
C 0.132 -2.104 -4.370
F 1.584 -1.877 -4.721
F -0.769 -1.557 -5.442
F -0.169 -3.565 -4.237
C -0.422 -2.135 -1.556
H -1.274 0.793 0.826
H -1.103 2.298 -1.499
H -0.480 1.023 -3.944
H -0.265 -3.293 -1.618
O -1.040 3.473 0.337
C -2.222 3.602 0.612
O -3.246 3.104 -0.141
C -4.488 3.534 0.415
C -4.186 3.867 1.853
C -2.763 4.361 1.786
H -4.840 4.405 -0.148
H -5.228 2.733 0.328
H -4.882 4.593 2.282
H -4.231 2.956 2.462
H -2.714 5.432 1.573
H -2.212 4.121 2.698
O -0.919 6.110 5.396
C -0.665 4.935 5.608
O -0.944 3.919 4.739
C -0.613 2.675 5.354
C 0.385 3.014 6.429
C -0.052 4.391 6.862
H -1.529 2.232 5.761
H -0.193 1.995 4.607
H 0.405 2.286 7.244
H 1.392 3.067 5.998
H -0.815 4.349 7.644
H 0.798 5.000 7.182
O 6.595 -5.656 -4.832
C 5.746 -4.810 -5.058
O 4.502 -4.799 -4.496
C 3.740 -3.736 -5.066
C 4.756 -2.764 -5.606
C 5.892 -3.666 -6.016
H 3.100 -4.148 -5.853
H 3.109 -3.281 -4.297
H 4.371 -2.147 -6.423
H 5.090 -2.093 -4.805
H 5.769 -4.038 -7.037
H 6.859 -3.173 -5.897

---

Below is C21H22CrN2 as an isolated structure, with properties calculated with wB97M-V/def2-TZVPD.

The calculation puts the relative energy (zero: lowest compared OMol25 entry of this formula, charge and spin) at 3.033 eV. Its spin multiplicity is 5. As for the lowest unoccupied orbital energy (alpha / beta): 0.3 / 0.2 eV. The calculation puts the HOMO-LUMO gap (alpha / beta) at 5.155 / 7.529 eV.

Atoms and positions in Å:
C -2.686 -1.032 -1.315
C -3.078 0.489 -1.810
H -2.214 -1.673 -2.067
H -3.687 -1.460 -1.219
H -2.333 -1.202 -0.279
H -2.554 0.865 -2.714
H -4.114 0.333 -2.140
H -3.253 1.227 -1.010
C 0.126 -2.402 -0.239
C 0.842 -3.565 -0.526
C 1.748 -3.565 -1.604
C 1.924 -2.389 -2.326
H -0.494 -2.358 0.664
H 0.688 -4.466 0.075
H 2.335 -4.441 -1.886
H 2.682 -2.281 -3.112
N 0.168 -1.321 -1.047
C 1.116 -1.279 -2.030
C 1.392 0.056 -2.536
N 0.668 1.083 -1.980
C 1.205 2.320 -2.009
C 2.988 1.602 -3.471
C 2.364 2.609 -2.725
H 0.715 3.119 -1.454
H 2.757 3.624 -2.697
C 2.513 0.307 -3.328
H 3.025 -0.540 -3.766
H 3.831 1.803 -4.133
Cr -1.189 0.369 -1.058
C -1.510 2.405 -0.652
H -1.602 2.887 -1.629
H -0.706 2.886 -0.105
H -2.431 2.620 -0.102
C -1.078 0.736 0.778
C -0.679 0.587 1.957
C -0.319 0.456 3.294
C -1.171 0.932 4.324
C -0.861 0.679 5.658
C 0.312 -0.019 5.995
C 1.167 -0.467 4.982
C 0.870 -0.219 3.643
H -2.079 1.476 4.050
H -1.546 1.010 6.443
H 0.556 -0.205 7.039
H 2.067 -1.034 5.228
H 1.525 -0.559 2.839

---

Below is the molecule C21H22N4O3, with properties calculated with wB97M-V/def2-TZVPD.

The calculation puts the relative energy (zero: lowest compared OMol25 entry of this formula, charge and spin) at 2.667 eV. As for the lowest unoccupied orbital energy: 0.5 eV. The calculation puts the HOMO-LUMO gap at 8.522 eV.

Atoms and positions in Å:
C -4.753 -1.331 -2.603
H -5.454 -0.517 -2.393
H -5.296 -2.170 -3.036
H -3.996 -0.986 -3.315
O -4.170 -1.831 -1.426
C -3.423 -0.980 -0.648
C -3.189 0.347 -0.982
C -2.411 1.177 -0.192
C -1.837 0.699 0.972
C -2.085 -0.622 1.319
C -2.862 -1.474 0.545
O -2.970 -2.737 1.052
C -3.903 -3.656 0.531
H -4.916 -3.248 0.534
H -3.644 -3.970 -0.482
H -3.857 -4.516 1.200
H -1.672 -1.036 2.227
C -0.933 1.515 1.868
C -1.029 3.026 1.643
C -0.507 3.515 0.299
O -0.913 4.531 -0.223
C 0.539 2.668 -0.251
C 1.014 1.535 0.386
N 1.969 1.011 -0.426
C 2.732 -0.131 -0.234
N 3.506 -0.498 -1.241
C 4.246 -1.584 -1.073
C 4.194 -2.308 0.117
C 3.346 -1.843 1.114
N 2.620 -0.744 0.935
C 3.190 -2.545 2.423
H 2.804 -1.856 3.168
H 2.479 -3.363 2.310
H 4.139 -2.960 2.754
H 4.790 -3.195 0.258
C 5.123 -1.988 -2.210
H 6.164 -2.009 -1.892
H 5.006 -1.279 -3.024
H 4.856 -2.985 -2.555
N 2.121 1.748 -1.546
C 1.279 2.740 -1.459
H 1.209 3.477 -2.233
C 0.522 1.034 1.687
H 1.152 1.431 2.489
H 0.582 -0.053 1.727
H -0.425 3.534 2.403
H -2.058 3.369 1.763
H -1.225 1.310 2.905
H -2.270 2.197 -0.510
H -3.612 0.755 -1.885

---

Below is C21H22N4O4S6Ta as an isolated structure, with properties calculated with wB97M-V/def2-TZVPD.

The calculation puts the relative energy (zero: lowest compared OMol25 entry of this formula, charge and spin) at 0.521 eV. As for the charge: +1. As for the lowest unoccupied orbital energy: -4.4 eV. The calculation puts the HOMO-LUMO gap at 6.153 eV.

Atoms and positions in Å:
Ta -0.067 -0.375 -0.275
C 3.644 -1.099 -0.801
O 2.664 -0.101 -0.496
C 2.948 1.178 -0.871
C 4.095 1.563 -1.550
C 4.302 2.902 -1.838
C 3.377 3.862 -1.449
C 2.229 3.477 -0.784
C 2.001 2.133 -0.505
N 0.847 1.663 0.166
N 0.214 2.565 0.803
C -0.813 2.314 1.635
C -1.111 1.026 2.123
O -0.558 -0.040 1.579
C -1.982 0.887 3.222
C -2.659 1.965 3.700
C -2.483 3.270 3.162
C -3.225 4.369 3.636
C -3.025 5.618 3.111
C -2.074 5.808 2.096
C -1.341 4.751 1.616
C -1.531 3.461 2.139
H 4.600 -0.828 -0.355
H 3.283 -2.020 -0.359
H 3.745 -1.220 -1.880
H 4.822 0.828 -1.861
H 5.197 3.195 -2.370
H 3.548 4.907 -1.667
H 1.492 4.205 -0.479
H -2.120 -0.101 3.642
H -3.356 1.833 4.519
H -3.952 4.217 4.424
H -3.596 6.462 3.475
H -1.918 6.798 1.689
H -0.619 4.899 0.825
S -1.909 -1.886 -1.092
S -1.521 -3.758 -0.300
S 0.512 -3.867 -0.452
S 1.026 -2.363 0.860
C -5.277 -0.576 1.489
N -3.927 -0.300 1.036
C -3.573 0.743 0.267
N -4.513 1.677 0.007
O -2.408 0.906 -0.157
H -5.261 -1.489 2.078
H -5.968 -0.723 0.655
H -5.646 0.228 2.128
H -3.253 -1.049 1.055
H -5.474 1.548 0.263
H -4.256 2.452 -0.578
C -0.515 1.526 -5.264
O 0.222 0.451 -4.654
C 0.144 0.249 -3.369
S 0.993 -1.044 -2.713
S -0.794 1.189 -2.309
H -0.595 1.269 -6.315
H 0.037 2.456 -5.141
H -1.504 1.617 -4.820